# 1
DFT (ωB97M-V/def2-TZVPD) results for a 6-piece molecular cluster, C4H23N3O5 overall in a non-equilibrium geometry.

ORCA input file:
```
! wB97M-V def2-TZVPD RIJCOSX def2/J DEFGRID3
* xyz 0 1
O -0.47124 -0.00649 -2.87796
O -2.59370 -0.10784 -0.83793
O -1.56548 2.50367 -0.95999
O -1.02678 2.76290 1.72631
O 3.33746 0.87017 -1.49253
N -1.72374 -0.45253 2.39353
N 1.23235 -1.86420 0.77524
N 1.68223 -1.51665 -1.56456
C -0.31840 -0.90638 2.41028
C 0.86189 0.61521 0.78733
C 1.11890 -2.43046 -0.57079
C 0.23060 -0.76348 0.93938
H 2.47367 1.15494 -1.85412
H 2.19065 -1.99775 -2.27310
H -2.12151 -0.58864 1.46284
H 0.93618 -0.88966 -2.01134
H 3.05980 -0.05219 -1.38621
H 1.45315 0.94213 1.64737
H 2.14417 -1.50390 0.98202
H -0.63189 0.80148 -2.33266
H -0.55864 0.36302 -3.73695
H 0.08165 1.26839 0.34940
H 0.07391 -2.70269 -0.88363
H -0.66105 -0.85453 0.27702
H -1.35990 2.38438 -0.01815
H 1.78459 -3.30102 -0.48304
H -2.14834 0.08965 -1.70991
H -2.32392 -0.99047 2.95999
H -0.41562 2.72949 2.46984
H 1.66779 0.58676 0.01751
H -1.58895 2.00642 1.96936
H -3.29494 0.51242 -0.77872
H 0.14098 -0.13452 3.03797
H -0.20790 -2.00882 2.54405
H -1.45800 3.48120 -0.97785
*
```

- energy above the lowest of the compared OMol25 structures with the same formula, charge and spin (eV) = 0.4819
- E (Eh) = -706.61417
- LUMO (eV) = 0.26
- SMILES = C[C@H](CN)NCN.O.O.O.O.O


# 2
DFT (ωB97M-V/def2-TZVPD) results for a 7-piece molecular cluster, C4H23NO6S overall in a non-equilibrium geometry.

ORCA input file:
```
! wB97M-V def2-TZVPD RIJCOSX def2/J DEFGRID3
* xyz 0 1
S -2.04104 -1.16556 2.40139
O 2.89070 1.82895 0.11325
O -0.17106 0.43679 -3.61352
O 0.95897 0.58448 -1.08014
O 1.85469 0.27188 2.94829
O 0.24427 1.75841 1.56759
O 3.68191 -0.52938 -0.75288
N -0.80525 -0.65552 -0.24563
C -0.67374 -1.98785 0.24519
C -1.68151 -2.47226 1.22621
C -2.45740 1.05189 -0.96391
C -1.94485 -0.38466 -1.15403
H -1.07010 -3.15058 1.94467
H 0.33413 -2.36585 0.53228
H 1.09553 0.68541 3.46585
H -1.67062 1.79319 -0.62897
H -3.21233 1.41785 -0.37561
H -1.08415 0.32363 -3.64969
H 3.14805 2.76192 -0.00881
H 1.01934 1.19914 1.51788
H -2.59059 -3.02599 1.07162
H 3.42918 0.30297 -0.84215
H -0.47427 0.06070 0.39578
H 0.70565 -0.34621 -1.19570
H 3.64089 -0.57741 0.22075
H 2.03513 1.60451 -0.08414
H 2.62053 0.62229 3.37697
H -0.63848 -2.63783 -0.69487
H -2.79622 -1.08890 -1.00799
H 1.91884 0.32367 -1.03508
H -2.62165 1.48463 -1.89878
H 0.13342 0.56395 -2.70954
H -3.13195 -0.55855 1.85438
H -1.46888 -0.64523 -2.11738
H 0.82287 2.51553 1.17671
*
```

- energy above the lowest of the compared OMol25 structures with the same formula, charge and spin (eV) = 4.1320
- E (Eh) = -1070.42961
- LUMO (eV) = 0.15
- SMILES = CCNCCS.O.O.O.O.O.O


# 3
DFT (ωB97M-V/def2-TZVPD) results for C4H23NO7 as an isolated structure in a non-equilibrium geometry.

ORCA input file:
```
! wB97M-V def2-TZVPD RIJCOSX def2/J DEFGRID3
* xyz 0 1
O -1.11236 2.52524 0.63820
O -2.14617 -2.05273 1.04333
O 2.22717 -0.56087 -1.17093
O 0.50289 3.61063 -1.03551
O -1.37886 1.86165 -2.80392
O 1.93502 1.52353 -0.01664
O -0.27680 1.10251 -0.78271
N 0.01347 -1.12422 -0.76747
C -1.98171 -3.34242 0.57775
C 0.24619 -1.56616 0.63145
C 1.40428 -0.83064 1.18731
C -0.96868 -1.47150 1.50640
H 1.77674 0.24023 -0.90339
H -0.65059 -1.78810 -1.13947
H 1.13561 0.18775 1.46801
H -1.21222 1.87035 1.32911
H 1.73524 -1.25118 2.13690
H 2.07207 2.42259 -0.31523
H -0.80775 -1.97227 2.46109
H -0.38283 3.07216 0.92958
H 1.43179 3.77688 -1.19593
H 0.24904 2.98899 -1.71769
H 0.61890 -2.58976 0.66924
H -0.97229 1.24145 -2.19871
H -1.15862 -0.42304 1.73609
H -1.47960 -3.38983 -0.38856
H -0.82616 1.49016 -0.10142
H 1.71787 -1.26689 -0.77298
H -2.99346 -3.71124 0.40911
H 2.33736 -0.92850 0.63244
H -2.30401 1.86525 -2.55831
H 2.53905 1.42016 0.71867
H -1.47031 -3.98525 1.29423
H -0.43928 -0.24873 -0.98799
H 0.61901 1.30380 -0.51207
*
```

- energy above the lowest of the compared OMol25 structures with the same formula, charge and spin (eV) = 6.9992
- E (Eh) = -747.39820
- LUMO (eV) = -0.21


# 4
DFT (ωB97M-V/def2-TZVPD) results for a 7-piece molecular cluster, C4H23NO7S overall in a non-equilibrium geometry.

ORCA input file:
```
! wB97M-V def2-TZVPD RIJCOSX def2/J DEFGRID3
* xyz 0 1
S -1.71549 0.74531 4.13697
O 1.17646 -3.56971 -1.10286
O 0.31753 0.33681 -1.62597
O 1.42605 -1.71373 -2.97580
O -1.58110 -2.05193 -2.13556
O -3.36766 -0.09817 -2.52393
O -1.34179 2.04160 -0.36479
O 1.94063 -1.92330 1.00449
N 0.97170 0.61529 0.91779
C 1.94701 1.77054 1.11877
C -0.41284 0.97239 1.47556
C -0.82150 2.31731 0.88075
C -0.22119 1.02231 3.06147
H -3.22886 0.80923 -2.05793
H -2.11058 -2.74671 -1.77488
H -0.65016 1.60920 -0.91409
H -1.09967 0.16530 1.16130
H 1.13745 -0.76644 -2.73224
H -1.60789 -0.58058 4.51224
H 1.35521 -2.79364 -1.64095
H 0.39603 0.34976 -0.59271
H 1.10967 -2.22738 0.57120
H -0.02752 2.11870 3.39288
H -2.25134 -1.30375 -2.37777
H -0.06775 3.04540 0.76278
H 2.87761 1.41500 1.36467
H 0.53534 -3.79885 -1.76589
H 2.74087 -1.98208 0.44271
H -3.31940 0.11806 -3.45078
H 1.83938 2.33531 0.20668
H 1.14374 0.64389 -1.75260
H 0.58442 0.36036 3.35433
H 1.78967 2.40440 1.97900
H 0.66136 -2.08568 -3.51463
H -1.52753 2.72766 1.65206
H 1.40212 -0.28188 1.30775
*
```

- energy above the lowest of the compared OMol25 structures with the same formula, charge and spin (eV) = 1.6708
- E (Eh) = -1145.73144
- LUMO (eV) = 0.39
- SMILES = CN[C@H](CO)CS.O.O.O.O.O.O


# 5
DFT (ωB97M-V/def2-TZVPD) results for a 8-piece molecular cluster, C4H23NO8 overall in a non-equilibrium geometry.

ORCA input file:
```
! wB97M-V def2-TZVPD RIJCOSX def2/J DEFGRID3
* xyz 0 1
O -2.07840 -1.82245 0.89536
O -1.94489 -0.69099 3.08149
O -1.84206 2.49764 -2.65486
O -0.67932 -3.07612 2.49140
O -1.49389 0.76229 -0.45742
O -0.86625 1.86427 2.67988
O 3.16294 -1.10772 0.89285
O -0.32070 -2.84123 -1.54018
N 1.64697 0.34215 -1.77774
C 0.95823 0.73174 -0.57658
C 1.25906 1.09523 -2.96851
C -0.44645 0.16661 -0.50841
C 1.02414 2.20335 -0.09093
H -2.75318 -0.52432 2.57457
H 2.63341 0.37610 -1.60088
H 2.10432 2.36353 -0.17681
H -0.24131 -3.46632 -0.82301
H -1.30359 -0.32063 2.46450
H -1.21719 -2.54861 3.11453
H 0.20249 1.06785 -3.09781
H -0.44413 -2.24424 2.05542
H 1.45540 2.18765 -2.88917
H -1.73429 -1.73885 -0.00992
H -0.30661 1.75691 3.45867
H -0.41486 -0.92560 -0.62531
H 0.52513 2.21550 0.90466
H 1.77776 0.66606 -3.83347
H 2.82991 -1.37996 0.03803
H 0.40441 -2.33109 -1.89860
H -1.17135 2.28599 -1.96017
H -1.76060 2.05831 2.96999
H -1.85697 -2.72689 1.18577
H 0.30368 2.90674 -0.54266
H -2.50180 1.84123 -2.40588
H 1.31337 0.04968 0.29817
H 3.77659 -1.69378 1.33306
*
```

- energy above the lowest of the compared OMol25 structures with the same formula, charge and spin (eV) = 2.7104
- E (Eh) = -822.78546
- LUMO (eV) = 0.16
- SMILES = CN[C@@H](C)C=O.O.O.O.O.O.O.O


# 6
DFT (ωB97M-V/def2-TZVPD) results for a 8-piece molecular cluster, C4H23NO8S overall in a non-equilibrium geometry.

ORCA input file:
```
! wB97M-V def2-TZVPD RIJCOSX def2/J DEFGRID3
* xyz 0 1
S -0.73380 -1.91970 -0.83803
O 2.73509 0.45624 -0.28120
O -1.51510 -0.19905 -4.88989
O 1.89625 0.87507 2.84933
O -0.18537 2.74210 -4.10070
O -0.33924 -2.37581 2.69019
O 1.29518 0.51138 -3.98938
O 0.68487 3.22791 2.30274
O 2.26962 -1.67013 2.23078
N -0.90143 -0.20558 2.39651
C -2.29727 0.08488 0.36320
C -1.08084 -0.10467 -0.56279
C -1.82422 0.70479 1.69735
C -1.20323 -1.51770 2.60481
H 1.00749 2.35966 2.01964
H 2.01735 0.33765 3.63399
H 1.35914 -2.05198 2.28013
H -2.78840 -0.88377 0.46438
H -0.51572 2.01481 -4.63077
H -2.23178 -1.71345 2.94736
H -1.35826 0.20519 -1.57867
H -0.15509 0.38699 -0.30430
H -2.69160 0.99139 2.26702
H 3.53873 0.79190 -0.67975
H 2.12995 0.13822 -0.95702
H 0.04921 0.01343 2.13012
H 2.25333 0.42276 -3.95859
H 0.27189 -2.24991 0.02760
H 2.31641 0.41217 2.11071
H 0.96495 3.21951 3.21289
H -2.31173 -0.24125 -4.34596
H 2.72411 -2.17688 2.91746
H -3.08489 0.63864 -0.17822
H -0.65302 3.00176 -3.29864
H -0.72223 -0.18843 -4.34745
H 1.20224 1.49176 -4.11307
H -1.21569 1.59944 1.49175
*
```

- energy above the lowest of the compared OMol25 structures with the same formula, charge and spin (eV) = 0.0849
- E (Eh) = -1221.05320
- LUMO (eV) = 0.18
- SMILES = O=CNCCCS.O.O.O.O.O.O.O


Repeat the first record exactly.
DFT (ωB97M-V/def2-TZVPD) results for a 6-piece molecular cluster, C4H23N3O5 overall in a non-equilibrium geometry.

ORCA input file:
```
! wB97M-V def2-TZVPD RIJCOSX def2/J DEFGRID3
* xyz 0 1
O -0.47124 -0.00649 -2.87796
O -2.59370 -0.10784 -0.83793
O -1.56548 2.50367 -0.95999
O -1.02678 2.76290 1.72631
O 3.33746 0.87017 -1.49253
N -1.72374 -0.45253 2.39353
N 1.23235 -1.86420 0.77524
N 1.68223 -1.51665 -1.56456
C -0.31840 -0.90638 2.41028
C 0.86189 0.61521 0.78733
C 1.11890 -2.43046 -0.57079
C 0.23060 -0.76348 0.93938
H 2.47367 1.15494 -1.85412
H 2.19065 -1.99775 -2.27310
H -2.12151 -0.58864 1.46284
H 0.93618 -0.88966 -2.01134
H 3.05980 -0.05219 -1.38621
H 1.45315 0.94213 1.64737
H 2.14417 -1.50390 0.98202
H -0.63189 0.80148 -2.33266
H -0.55864 0.36302 -3.73695
H 0.08165 1.26839 0.34940
H 0.07391 -2.70269 -0.88363
H -0.66105 -0.85453 0.27702
H -1.35990 2.38438 -0.01815
H 1.78459 -3.30102 -0.48304
H -2.14834 0.08965 -1.70991
H -2.32392 -0.99047 2.95999
H -0.41562 2.72949 2.46984
H 1.66779 0.58676 0.01751
H -1.58895 2.00642 1.96936
H -3.29494 0.51242 -0.77872
H 0.14098 -0.13452 3.03797
H -0.20790 -2.00882 2.54405
H -1.45800 3.48120 -0.97785
*
```

- energy above the lowest of the compared OMol25 structures with the same formula, charge and spin (eV) = 0.4819
- E (Eh) = -706.61417
- LUMO (eV) = 0.26
- SMILES = C[C@H](CN)NCN.O.O.O.O.O